No. 1
C36H73CuF6N2O16 as an isolated structure, computed with ωB97M-V/def2-TZVPD.

```
134
Properties=species:S:1:pos:R:3:lowdin_spin:R:1
Cu 3.829 1.057 -5.938 0.000
C 1.791 -1.841 -0.037 0.077
O 0.362 -1.682 -0.229 -0.002
O 2.317 -1.117 -1.117 0.856
C 2.226 -1.416 1.420 0.026
F 1.785 -0.252 1.842 0.005
F 1.802 -2.390 2.208 0.003
F 3.567 -1.509 1.577 0.002
C -0.522 -2.187 0.765 0.000
C -1.913 -2.120 0.144 0.000
H -1.954 -1.392 -0.667 0.000
H -2.149 -3.119 -0.224 0.000
H -2.710 -1.964 0.871 0.000
H -0.654 -1.494 1.597 0.000
H -0.371 -3.206 1.121 0.000
H 2.065 -2.896 -0.040 0.033
C -2.745 -8.452 -4.367 0.000
C -2.879 -7.925 -5.759 0.000
N -3.027 -7.518 -6.855 0.000
H -2.229 -7.742 -3.722 0.000
H -2.270 -9.432 -4.392 0.000
H -3.761 -8.694 -4.055 0.000
C -0.528 -5.258 8.512 0.000
C -0.506 -4.154 9.541 0.000
N -0.492 -3.349 10.351 0.000
H 0.396 -5.834 8.462 0.000
H -0.636 -4.858 7.504 0.000
H -1.175 -6.110 8.721 0.000
C 2.322 4.073 -8.805 0.000
O 2.007 2.634 -8.600 0.000
C 0.684 2.309 -9.085 0.000
C 0.725 0.779 -9.238 0.000
O 0.994 0.354 -7.834 0.000
C 0.578 -0.992 -7.521 0.000
C 1.614 -2.046 -7.836 0.000
O 2.916 -1.469 -7.507 0.000
C 3.859 -2.547 -7.515 0.000
H 1.675 4.609 -8.110 0.000
H 2.126 4.252 -9.862 0.000
H 3.352 4.271 -8.510 0.000
H 0.526 2.812 -10.039 0.000
H -0.166 2.675 -8.509 0.000
H 1.472 0.498 -9.980 0.000
H -0.229 0.380 -9.583 0.000
H -0.367 -1.216 -8.016 0.000
H 0.456 -0.967 -6.438 0.000
H 1.526 -2.251 -8.903 0.000
H 1.344 -2.838 -7.137 0.000
H 3.417 -3.418 -7.031 0.000
H 4.832 -2.274 -7.107 0.000
H 4.226 -2.761 -8.519 0.000
C 1.997 3.633 -3.713 0.000
O 3.349 3.520 -3.999 0.000
C 4.017 4.671 -3.551 0.000
C 5.523 4.501 -3.749 0.000
O 5.812 3.944 -5.020 0.000
C 7.184 3.973 -5.275 0.000
C 8.036 3.076 -4.360 0.000
O 7.392 1.755 -4.361 0.000
C 8.295 0.737 -3.818 0.000
H 1.414 2.990 -4.372 0.000
H 1.593 4.635 -3.857 0.000
H 1.819 3.351 -2.675 0.000
H 3.923 4.915 -2.493 0.000
H 3.626 5.507 -4.131 0.000
H 5.912 3.758 -3.053 0.000
H 6.085 5.415 -3.559 0.000
H 7.638 4.961 -5.206 0.000
H 7.389 3.725 -6.316 0.000
H 8.056 3.386 -3.315 0.000
H 9.082 3.032 -4.661 0.000
H 7.766 -0.198 -3.634 0.000
H 8.626 0.925 -2.796 0.000
H 9.128 0.459 -4.463 0.000
C 1.603 7.022 4.895 0.000
O 0.720 6.610 3.831 0.000
C -0.652 6.684 4.118 0.000
C -1.304 5.296 4.401 0.000
O -2.675 5.370 4.596 0.000
C -3.351 4.040 4.635 0.000
C -3.075 3.269 5.924 0.000
O -3.786 3.810 7.077 0.000
C -3.589 2.959 8.266 0.000
H 1.364 8.065 5.100 0.000
H 2.648 7.014 4.584 0.000
H 1.631 6.487 5.844 0.000
H -1.016 7.226 3.246 0.000
H -0.815 7.443 4.883 0.000
H -0.812 4.843 5.261 0.000
H -0.968 4.652 3.588 0.000
H -2.893 3.471 3.826 0.000
H -4.437 3.963 4.590 0.000
H -2.000 3.116 6.021 0.000
H -3.492 2.278 5.744 0.000
H -4.060 2.006 8.025 0.000
H -4.053 3.433 9.131 0.000
H -2.569 2.799 8.616 0.000
C -10.059 -7.921 -2.419 0.000
O -10.160 -6.620 -2.862 0.000
C -9.777 -5.589 -1.894 0.000
C -9.542 -4.186 -2.359 0.000
O -9.733 -3.146 -1.365 0.000
C -9.477 -1.882 -1.719 0.000
C -10.749 -1.242 -2.268 0.000
O -11.717 -1.004 -1.277 0.000
C -12.552 -2.117 -0.918 0.000
H -10.553 -8.629 -3.084 0.000
H -10.636 -7.903 -1.494 0.000
H -9.030 -8.148 -2.140 0.000
H -8.911 -5.941 -1.333 0.000
H -10.594 -5.662 -1.176 0.000
H -10.231 -4.168 -3.204 0.000
H -8.519 -4.355 -2.694 0.000
H -8.726 -1.984 -2.502 0.000
H -9.075 -1.386 -0.836 0.000
H -11.152 -1.978 -2.963 0.000
H -10.444 -0.320 -2.764 0.000
H -13.304 -1.604 -0.320 0.000
H -11.946 -2.824 -0.352 0.000
H -13.068 -2.693 -1.687 0.000
C 8.555 0.694 14.577 0.000
C 9.135 -0.027 13.396 0.000
O 8.437 0.526 12.259 0.000
C 8.153 -0.266 11.182 0.000
O 8.722 -1.364 10.995 0.000
C 6.961 0.280 10.303 0.000
F 7.279 0.127 9.059 0.000
F 5.843 -0.365 10.419 0.000
F 6.780 1.586 10.587 0.000
H 7.698 0.206 15.042 0.000
H 8.269 1.707 14.294 0.000
H 9.321 0.695 15.353 0.000
H 8.999 -1.106 13.459 0.000
H 10.218 0.072 13.328 0.000
```

Results
- <S²> = 0.75
- calculated total energy (eV) = -135178.103
- HOMO energy (eV) = -10.2
- orbital gap (eV) = 5.31
- charge = +1
- molecular weight (g mol⁻¹) = 967.512
- multiplicity = 2

***

No. 2
CH4NaO5S2 as an isolated structure, computed with ωB97M-V/def2-TZVPD.

```
13
Properties=species:S:1:pos:R:3:nbo_charge:R:1
O 1.571 -1.957 0.305 -0.872
S 2.013 -0.625 0.552 1.743
O 3.271 -0.409 -0.412 -0.859
O 1.030 0.428 -0.374 -0.701
C -0.018 0.985 0.333 -0.295
S -1.551 0.140 -0.246 1.936
O -2.165 -0.603 0.848 -1.036
O -1.295 -0.619 -1.433 -0.891
H 3.335 0.520 -0.677 0.514
H -0.136 2.037 0.076 0.234
H 0.032 0.828 1.412 0.232
H -2.388 1.144 -0.612 0.009
Na -3.700 -1.869 0.232 0.987
```

Results
- calculated total energy (eV) = -37418.638
- HOMO energy (eV) = -13.8
- orbital gap (eV) = 9.49
- charge = +1
- molecular weight (g mol⁻¹) = 183.162

***

No. 3
C43H57AsN4O5PPbS as an isolated structure, computed with ωB97M-V/def2-TZVPD.

```
113
Properties=species:S:1:pos:R:3:mulliken_charge:R:1
Pb -0.144 -2.023 1.809 1.525
C -4.780 -3.594 1.581 -0.914
C -5.472 -2.683 2.356 -0.518
C -4.788 -1.572 2.878 -0.879
C -3.488 -1.332 2.499 0.366
N -2.794 -2.262 1.848 0.504
C -3.400 -3.341 1.414 -0.296
C -2.782 -0.079 2.839 0.422
C -3.469 1.067 3.297 -1.208
C -2.724 2.145 3.778 -1.308
C -1.336 2.048 3.579 -0.567
C -0.756 0.954 3.052 0.767
N -1.489 -0.132 2.728 1.233
C 0.725 0.810 2.976 0.189
C 1.561 1.656 3.677 -1.289
C 2.952 1.535 3.547 -0.872
C 3.472 0.537 2.773 -1.425
C 2.590 -0.327 2.154 -0.231
N 1.230 -0.193 2.303 0.963
H -5.264 -4.451 1.018 0.374
H -6.516 -2.729 2.603 0.490
H -5.397 -1.015 3.588 0.466
H -2.770 -4.050 0.866 0.470
H -4.484 0.962 3.465 0.661
H -3.122 3.045 4.229 0.484
H -0.786 2.944 3.738 0.497
H 1.292 2.535 4.215 0.521
H 3.573 2.162 4.140 0.594
H 4.550 0.368 2.794 0.586
H 2.953 -1.159 1.610 0.585
O 3.915 -5.156 2.357 -0.461
C 3.112 -4.173 2.652 0.150
O 2.610 -3.376 1.815 -0.295
C 2.676 -4.082 4.096 0.277
C 3.354 -4.721 5.088 -0.658
C 2.775 -4.618 6.384 -0.480
C 1.498 -4.048 6.520 -0.827
C 0.940 -3.458 5.388 0.493
N 1.546 -3.389 4.247 0.295
C -0.342 -2.690 5.425 0.454
O -1.166 -2.876 6.438 -0.306
O -0.636 -1.814 4.628 -0.292
H 4.309 -5.007 1.490 0.384
H 4.369 -5.188 4.953 0.398
H 3.320 -4.986 7.207 0.535
H 1.057 -3.958 7.515 0.420
C 2.469 5.935 -0.663 -1.004
As 3.264 4.460 -1.548 0.773
C 5.188 4.704 -1.836 -1.015
C 2.566 4.588 -3.316 -1.085
S 2.764 2.622 -0.829 -0.030
H 2.329 6.833 -1.359 0.393
H 3.120 6.171 0.185 0.403
H 1.548 5.495 -0.318 0.328
H 5.165 5.013 -2.828 0.463
H 5.596 3.651 -1.962 0.337
H 5.678 5.408 -1.173 0.402
H 1.479 4.388 -3.334 0.246
H 3.074 3.819 -3.881 0.482
H 2.682 5.539 -3.717 0.530
O -0.922 -0.863 -0.034 -1.393
P -0.562 -0.016 -1.334 -0.387
C 1.262 -0.238 -1.543 1.775
C 1.753 0.045 -3.041 -0.449
C 1.872 -1.298 -3.795 -0.831
C 3.019 -2.135 -3.167 -1.303
C 3.026 -1.939 -1.662 -1.288
C 1.590 -1.687 -1.170 1.181
C -0.854 1.753 -0.993 1.854
C -2.112 1.944 -0.157 0.159
C -3.316 2.537 -0.839 -1.111
C -2.991 3.744 -1.687 -1.172
C -1.967 3.271 -2.709 -1.067
C -0.688 2.750 -2.152 -1.187
C -1.693 -0.540 -2.652 1.191
C -1.726 -2.107 -2.635 -0.017
C -2.236 -2.639 -3.942 -0.937
C -3.364 -1.786 -4.502 -0.815
C -2.911 -0.314 -4.809 -0.775
C -1.607 -0.001 -4.074 -0.702
H 1.499 0.505 -0.861 -1.045
H 2.749 0.568 -3.008 0.546
H 1.049 0.690 -3.533 0.370
H 2.110 -1.085 -4.813 0.695
H 0.880 -1.697 -3.761 0.076
H 3.975 -1.858 -3.686 0.352
H 2.891 -3.130 -3.512 0.424
H 3.576 -1.058 -1.471 0.425
H 3.333 -2.764 -1.064 0.691
H 1.642 -1.727 -0.079 -1.532
H 0.812 -2.478 -1.453 0.160
H 0.062 2.040 -0.367 -0.056
H -1.985 2.540 0.757 0.284
H -2.374 0.989 0.183 -0.379
H -4.093 2.756 -0.146 0.563
H -3.705 1.832 -1.577 0.200
H -2.470 4.543 -1.091 0.309
H -3.841 4.329 -2.065 0.534
H -1.797 3.941 -3.620 0.450
H -2.474 2.517 -3.265 0.134
H -0.106 3.567 -1.816 0.693
H -0.229 2.270 -2.981 0.064
H -2.593 -0.168 -2.168 0.431
H -2.431 -2.376 -1.823 0.141
H -0.706 -2.424 -2.334 -0.443
H -2.628 -3.655 -3.888 0.515
H -1.440 -2.644 -4.641 0.356
H -4.118 -1.824 -3.655 0.182
H -3.718 -2.331 -5.336 0.634
H -3.754 0.189 -4.390 0.242
H -2.801 -0.191 -5.914 0.472
H -1.526 1.126 -4.047 -0.088
H -0.757 -0.391 -4.653 0.372
```

Results
- calculated total energy (eV) = -147899.709
- HOMO energy (spin up / spin down) (eV) = -15.6 / -15.6
- orbital gap (spin up / spin down) (eV) = 6.22 / 4.26
- charge = +3
- molecular weight (g mol⁻¹) = 1055.115

***

No. 4
C50H56Ge3NSSiTaTe as an isolated structure, computed with ωB97M-V/def2-TZVPD.

```
114
Properties=species:S:1:pos:R:3:mulliken_charge:R:1
Ta 0.080 -0.341 -0.066 -0.590
C 0.851 6.500 -0.443 -1.177
Si -0.417 5.142 -0.919 0.551
C -1.485 5.749 -2.389 -1.196
C -1.565 5.100 0.608 -0.672
C 0.598 3.679 -1.544 0.541
C 1.647 3.857 -2.429 -0.284
C 2.410 2.769 -2.856 -1.275
C 2.121 1.519 -2.348 -0.685
N 1.119 1.316 -1.500 0.236
C 0.353 2.355 -1.122 0.425
S -0.938 1.961 -0.102 -0.179
H 0.347 7.424 -0.167 0.365
H 1.535 6.723 -1.254 0.314
H 1.443 6.176 0.409 0.203
H -1.999 6.672 -2.138 0.331
H -2.232 5.011 -2.666 0.259
H -0.872 5.934 -3.266 0.337
H -2.021 6.081 0.744 0.488
H -1.005 4.869 1.511 0.158
H -2.364 4.372 0.517 0.057
H 1.888 4.848 -2.791 0.311
H 3.224 2.900 -3.549 0.391
H 2.691 0.632 -2.602 0.339
Te 1.736 -2.161 -0.928 -1.011
C -0.179 -3.532 1.655 -1.761
C -1.473 -3.274 1.415 0.413
C -2.261 -4.093 0.532 -0.840
C -3.587 -3.926 0.396 -0.339
C -4.282 -2.902 1.125 -0.159
C -3.611 -2.048 1.904 -0.903
C -2.130 -2.071 2.050 0.691
H 0.336 -4.359 1.198 0.410
H 0.407 -2.926 2.330 0.099
H -1.734 -4.858 -0.016 0.306
H -4.161 -4.550 -0.274 0.352
H -5.358 -2.839 1.030 0.396
H -4.120 -1.249 2.430 0.221
H -1.915 -2.096 3.133 0.806
C -0.245 2.267 2.964 -0.913
Ge -1.029 0.427 2.974 0.797
C -2.691 0.857 4.035 -1.669
C 0.159 -0.569 4.255 -1.168
C -1.527 -0.759 1.461 1.712
H 0.200 2.446 3.939 0.526
H -1.046 2.985 2.822 0.428
H 0.518 2.462 2.220 -0.261
H -2.453 1.552 4.835 0.461
H -3.157 -0.015 4.485 0.392
H -3.432 1.336 3.394 0.311
H -0.053 -0.264 5.277 0.505
H 1.198 -0.336 4.042 -0.017
H 0.054 -1.649 4.207 0.422
H -2.334 -0.229 0.932 -1.666
Ge 2.344 0.305 1.258 0.866
C 3.773 -0.852 2.122 0.369
C 4.708 -1.499 1.322 -0.268
C 5.695 -2.304 1.859 -0.659
C 5.775 -2.491 3.228 -0.380
C 4.869 -1.842 4.047 -0.834
C 3.887 -1.039 3.491 0.081
C 2.970 2.122 1.963 -0.813
C 3.184 3.116 1.015 0.321
C 3.494 4.416 1.358 -0.443
C 3.609 4.764 2.692 -0.508
C 3.414 3.796 3.662 -0.692
C 3.093 2.502 3.293 0.365
H 3.295 0.542 0.026 -0.384
H 4.643 -1.385 0.252 0.263
H 6.402 -2.793 1.204 0.366
H 6.531 -3.141 3.651 0.339
H 4.927 -1.972 5.123 0.361
H 3.193 -0.548 4.160 -0.038
H 3.126 2.851 -0.031 0.107
H 3.653 5.156 0.582 0.525
H 3.862 5.779 2.971 0.342
H 3.512 4.058 4.712 0.370
H 2.945 1.759 4.067 0.250
C -1.017 -0.824 -1.716 0.154
Ge -2.810 -0.268 -2.046 1.356
C -3.134 0.917 -3.651 0.301
C -2.305 0.784 -4.759 -0.456
C -2.570 1.458 -5.938 -0.693
C -3.672 2.292 -6.024 -0.433
C -4.496 2.455 -4.923 -0.745
C -4.223 1.770 -3.752 -0.193
C -3.640 -1.943 -2.808 -0.276
C -2.953 -3.146 -2.702 -0.683
C -3.469 -4.317 -3.225 -0.736
C -4.700 -4.306 -3.860 -0.442
C -5.400 -3.116 -3.976 -0.828
C -4.866 -1.951 -3.456 0.118
C -4.280 0.389 -0.839 0.803
C -4.366 1.696 -0.377 -0.829
C -5.459 2.134 0.353 -0.743
C -6.497 1.264 0.639 -0.728
C -6.439 -0.037 0.166 -0.644
C -5.343 -0.459 -0.563 -0.406
H -0.717 -1.376 -2.612 0.773
H -1.440 0.136 -4.693 0.364
H -1.923 1.331 -6.799 0.376
H -3.889 2.819 -6.946 0.350
H -5.358 3.112 -4.985 0.382
H -4.879 1.903 -2.899 0.295
H -1.993 -3.160 -2.203 0.341
H -2.909 -5.240 -3.137 0.377
H -5.112 -5.221 -4.270 0.359
H -6.363 -3.101 -4.478 0.360
H -5.414 -1.020 -3.559 0.443
H -3.568 2.394 -0.595 0.554
H -5.510 3.164 0.690 0.389
H -7.347 1.596 1.226 0.306
H -7.260 -0.722 0.358 0.336
H -5.306 -1.470 -0.942 0.403
```

Results
- calculated total energy (eV) = -251353.839
- HOMO energy (eV) = -0.8
- orbital gap (eV) = 4.95
- charge = -2
- molecular weight (g mol⁻¹) = 1257.536